Version 1
Entry from the Open Molecules 2025 dataset: an isolated molecule of C5H11NO3 (ωB97M-V with the def2-TZVPD basis set).

SMILES	CC(C)(O)CC[N+](=O)[O-]
HOMO level	-0.397	Eh

The geometry in XYZ format:
```
20
Properties=species:S:1:pos:R:3:nbo_charge:R:1
C 0.68 0.67 -0.69 -0.6522
C 0.96 -1.28 0.71 -0.6366
C -1.27 0.01 0.68 -0.4342
C -1.96 -0.48 -0.53 -0.2994
C 0.27 0.13 0.61 0.2413
N -3.33 -0.22 -0.65 0.5201
O -3.91 0.07 0.39 -0.3895
O -3.94 -0.34 -1.69 -0.3678
O 0.59 1.00 1.70 -0.7101
H -0.10 1.42 -1.02 0.2054
H 0.48 -0.13 -1.44 0.2183
H 1.56 1.29 -0.58 0.2449
H 0.35 -1.84 1.54 0.2169
H 0.73 -1.88 -0.30 0.2116
H 2.00 -1.26 0.90 0.2162
H -1.72 1.05 0.69 0.2343
H -1.76 -0.53 1.49 0.2410
H -1.53 -0.17 -1.52 0.2360
H -1.84 -1.56 -0.57 0.2345
H 1.47 0.70 2.05 0.4692
```

Version 2
Entry from the Open Molecules 2025 dataset: a cluster of 2 separate species, C5H11NO3 in total (ωB97M-V with the def2-TZVPD basis set).

HOMO level	-0.266	Eh

The geometry in XYZ format:
```
20
Properties=species:S:1:pos:R:3:nbo_charge:R:1
N 0.03 -0.26 0.86 0.2559
O -1.08 -0.02 1.30 -0.4357
O 1.10 -0.08 1.55 -0.6490
C -2.71 -4.73 3.99 -0.6024
C -1.75 -3.73 3.36 -0.4003
C -0.48 -4.36 2.78 -0.5189
C 0.50 -3.37 2.29 0.7151
C 1.73 -3.82 1.61 -0.7417
O 0.21 -2.13 2.42 -0.5357
H -3.58 -4.20 4.37 0.2260
H -3.04 -5.48 3.27 0.2038
H -2.23 -5.24 4.84 0.2016
H -2.27 -3.17 2.57 0.2278
H -1.48 -2.98 4.12 0.2209
H 0.03 -4.99 3.52 0.2538
H -0.73 -5.02 1.94 0.2522
H 0.95 -1.41 2.23 0.5250
H 2.38 -4.35 2.33 0.2661
H 1.46 -4.53 0.81 0.2660
H 2.27 -2.98 1.16 0.2695
```

Most favorable structure: version 1. The second most favorable one is 0.0144 hartree above it.

Version 1
Entry from the Open Molecules 2025 dataset: an isolated molecule of C4H7FS (ωB97M-V with the def2-TZVPD basis set).

SMILES	F/C=C\CCS
HOMO level	-0.336	Eh

The geometry in XYZ format:
```
13
Properties=species:S:1:pos:R:3:nbo_charge:R:1
C -1.33 0.43 -0.33 -0.4750
C -0.18 0.25 0.68 -0.4772
C 1.17 0.66 0.09 -0.2830
C 2.08 -0.24 -0.23 0.2251
H -2.31 -1.90 -0.18 0.1236
H -1.82 1.47 -0.37 0.2253
H -0.94 0.24 -1.34 0.2179
H 0.13 -0.81 0.69 0.2368
H -0.48 0.55 1.76 0.2351
H 1.56 1.64 -0.16 0.2175
H 3.06 -0.08 -0.71 0.1836
F 1.89 -1.55 0.07 -0.3505
S -2.84 -0.68 0.02 -0.0791
```

Version 2
Entry from the Open Molecules 2025 dataset: a structure of composition C4H7FS (ωB97M-V with the def2-TZVPD basis set).

HOMO level	-0.320	Eh

The geometry in XYZ format:
```
13
Properties=species:S:1:pos:R:3:nbo_charge:R:1
C 0.35 1.08 1.25 0.0446
C -0.22 -0.26 0.85 -0.3604
C 0.81 -1.16 0.16 -0.4147
C 0.31 -0.92 -1.27 -0.4897
H -0.48 1.82 1.52 0.1695
H 0.99 1.02 2.13 0.1673
H -0.67 -0.73 1.73 0.2226
H 0.59 -2.21 0.44 0.2148
H 1.85 -0.89 0.33 0.2149
H 0.23 -1.80 -1.87 0.2101
H 0.85 -0.17 -1.82 0.2161
F 1.07 1.62 0.20 -0.3715
S -1.28 -0.26 -0.64 0.1764
```

Version 3
Entry from the Open Molecules 2025 dataset: a structure of composition C4H7FS (ωB97M-V with the def2-TZVPD basis set).

HOMO level	-0.316	Eh

The geometry in XYZ format:
```
13
Properties=species:S:1:pos:R:3:nbo_charge:R:1
C -0.87 -1.16 -0.48 0.0595
C 0.30 -0.18 -0.20 -0.2829
C 0.51 0.21 1.31 -0.4858
C 0.27 1.27 -0.74 -0.5124
H -1.73 -0.65 -1.00 0.1600
H -1.29 -1.75 0.37 0.1700
H 1.27 -0.68 -0.36 0.2341
H 1.29 -0.32 1.97 0.2267
H -0.43 0.36 1.92 0.2064
H 0.89 1.42 -1.56 0.2246
H -0.74 1.67 -0.72 0.2156
F -0.41 -2.13 -1.29 -0.3626
S 0.94 1.94 0.78 0.1468
```

Version 4
Entry from the Open Molecules 2025 dataset: an isolated molecule of C4H7FS (ωB97M-V with the def2-TZVPD basis set).

SMILES	C[C@]1(S)C[C@H]1F
HOMO level	-0.330	Eh

The geometry in XYZ format:
```
13
Properties=species:S:1:pos:R:3:nbo_charge:R:1
C -0.64 1.07 -0.47 -0.6109
C -0.34 -0.10 0.33 -0.2062
C 0.71 -0.29 1.33 -0.4759
C 1.00 -0.58 -0.12 0.1896
H -1.72 1.57 -0.32 0.2376
H 0.19 1.83 -0.55 0.2328
H -0.63 0.55 -1.64 0.2043
H -1.96 -0.71 -1.21 0.1559
H 0.79 -1.00 2.21 0.2702
H 1.44 0.61 1.76 0.2281
H 1.37 0.26 -0.84 0.1611
F 1.46 -1.76 -0.66 -0.3359
S -1.67 -1.45 0.18 -0.0509
```

Most favorable structure: version 2. The second most favorable one is 0.0267 hartree above it.

Version 1
Entry from the Open Molecules 2025 dataset: the ion C6H12N with charge +1 (ωB97M-V with the def2-TZVPD basis set).

SMILES	CC#[N+]C(C)(C)C
charge	+1
HOMO level	-0.581	Eh

The geometry in XYZ format:
```
19
Properties=species:S:1:pos:R:3:nbo_charge:R:1
C -1.99 -0.11 0.04 0.6116
C -3.42 -0.02 -0.08 -0.7344
C 1.17 0.92 -1.24 -0.6098
C 1.28 -1.47 -0.07 -0.6503
C 1.36 0.60 1.24 -0.6561
C 0.79 0.02 -0.03 0.2314
N -0.84 0.02 0.13 -0.2524
H -3.48 0.95 -0.58 0.3053
H -3.69 -1.00 -0.42 0.3008
H -3.78 -0.02 0.98 0.3025
H 2.18 1.04 -1.07 0.2409
H 0.88 0.44 -2.16 0.2290
H 0.74 1.85 -1.22 0.2274
H 2.38 -1.58 0.26 0.2614
H 0.58 -1.97 0.65 0.2355
H 1.25 -1.99 -1.14 0.2425
H 1.32 0.13 2.19 0.2458
H 2.39 0.64 1.19 0.2463
H 0.90 1.55 1.35 0.2227
```

Version 2
Entry from the Open Molecules 2025 dataset: a structure of composition C6H12N (ωB97M-V with the def2-TZVPD basis set).

charge	+1
HOMO level	-0.519	Eh

The geometry in XYZ format:
```
19
Properties=species:S:1:pos:R:3:nbo_charge:R:1
C -2.48 0.96 -1.05 -0.2275
C -1.56 0.47 -0.46 -0.1585
C 1.07 1.17 -0.42 -0.7086
C 0.40 -0.98 -1.61 -0.6840
C -0.21 -0.04 2.16 -0.4101
C 0.34 -0.09 -0.37 0.2994
N 0.44 -0.82 1.04 -0.5655
H -3.52 1.10 -1.32 0.2668
H 2.18 0.76 -0.52 0.2310
H 0.87 1.54 -1.44 0.2804
H 0.93 1.98 0.32 0.2721
H 1.48 -1.21 -1.87 0.2427
H -0.24 -2.03 -1.48 0.2535
H -0.04 -0.51 -2.46 0.2781
H -1.13 0.34 1.69 0.2668
H -0.44 -0.62 2.95 0.2299
H 0.49 0.76 2.48 0.2319
H 1.51 -1.09 1.25 0.4554
H -0.09 -1.68 1.12 0.4463
```

Version 3
Entry from the Open Molecules 2025 dataset: a structure of composition C6H12N (ωB97M-V with the def2-TZVPD basis set).

charge	+1
HOMO level	-0.544	Eh

The geometry in XYZ format:
```
19
Properties=species:S:1:pos:R:3:nbo_charge:R:1
C 0.48 0.89 0.03 0.0394
C 1.07 2.09 -0.05 -0.3048
C -0.80 0.24 0.10 0.3613
C -1.85 0.42 -0.85 -0.7085
C -1.03 -0.66 1.34 -0.6720
C 1.70 -1.48 -0.09 -0.4244
N 0.89 -0.39 -0.63 -0.4881
H 2.12 2.25 -0.33 0.2421
H 0.68 3.06 0.19 0.2447
H -1.82 1.55 -1.17 0.2630
H -2.76 0.22 -0.45 0.2580
H -1.82 -0.20 -1.85 0.2972
H -1.66 -0.16 2.10 0.2818
H -0.12 -0.79 1.89 0.2378
H -1.57 -1.55 1.08 0.2546
H 1.69 -2.45 -0.66 0.2480
H 2.76 -1.26 0.10 0.2331
H 1.15 -1.56 0.90 0.2136
H 0.88 -0.21 -1.67 0.4232
```

Most favorable structure: version 1. The second most favorable one is 0.0446 hartree above it.

Version 1
Entry from the Open Molecules 2025 dataset: the ion C6H12N with charge +1 (ωB97M-V with the def2-TZVPD basis set).

charge	+1
HOMO level	-0.548	Eh

The geometry in XYZ format:
```
19
Properties=species:S:1:pos:R:3:nbo_charge:R:1
C 0.67 -1.71 -0.83 -0.2169
C -0.56 -1.65 -1.26 0.1560
C 0.77 -0.65 0.23 -0.0509
C 1.92 0.33 0.19 -0.6393
C -1.51 -0.12 1.15 -0.4272
C -0.72 1.14 -0.80 -0.4315
N -0.63 -0.05 0.01 -0.2669
H 1.45 -2.39 -1.13 0.2735
H -1.41 -1.91 -1.84 0.2564
H 0.76 -1.14 1.21 0.2404
H 2.85 -0.23 0.16 0.2518
H 1.93 0.95 1.08 0.2417
H 1.89 0.97 -0.69 0.2280
H -2.53 0.15 0.86 0.2362
H -1.51 -1.11 1.58 0.2310
H -1.18 0.60 1.91 0.2263
H -0.09 1.04 -1.68 0.2298
H -1.75 1.28 -1.13 0.2361
H -0.42 2.02 -0.24 0.2253
```

Version 2
Entry from the Open Molecules 2025 dataset: the ion C6H12N with charge +1 (ωB97M-V with the def2-TZVPD basis set).

SMILES	C=[NH+]C(=C)CCC
charge	+1
HOMO level	-0.533	Eh

The geometry in XYZ format:
```
19
Properties=species:S:1:pos:R:3:nbo_charge:R:1
C 2.36 -0.94 -0.05 -0.6102
C 0.86 -1.30 -0.18 -0.3901
C -0.01 -0.46 0.77 -0.4625
C -0.55 0.83 0.24 0.1193
C -0.01 2.02 0.39 -0.3165
C -2.77 0.10 -0.65 0.1377
N -1.63 0.70 -0.69 -0.3983
H 2.53 0.08 -0.45 0.2014
H 2.98 -1.62 -0.64 0.2337
H 2.70 -0.98 0.99 0.2146
H 0.89 -2.33 0.18 0.2294
H 0.46 -1.16 -1.19 0.1997
H 0.58 -0.25 1.67 0.2492
H -0.81 -1.15 1.10 0.2206
H -0.19 2.93 -0.17 0.2283
H 0.83 2.14 1.07 0.2477
H -3.58 0.57 -1.20 0.2368
H -2.90 -0.74 0.01 0.2301
H -1.76 1.58 -1.20 0.4292
```

Version 3
Entry from the Open Molecules 2025 dataset: the ion C6H12N with charge +1 (ωB97M-V with the def2-TZVPD basis set).

SMILES	C=[N+]=CC(C)(C)C
charge	+1
HOMO level	-0.576	Eh

The geometry in XYZ format:
```
19
Properties=species:S:1:pos:R:3:nbo_charge:R:1
C -3.07 -0.25 0.02 0.0756
C -0.85 0.83 0.08 0.2737
C 1.27 0.49 -1.20 -0.6464
C 0.33 -1.50 -0.02 -0.6146
C 1.46 0.52 1.20 -0.6280
C 0.60 0.02 0.01 -0.0329
N -1.98 0.33 0.12 -0.2290
H -3.68 -0.33 0.80 0.2265
H -3.52 -0.31 -0.97 0.2366
H -0.82 1.86 0.20 0.2346
H 2.40 0.27 -1.24 0.2677
H 1.16 1.62 -1.36 0.2253
H 0.78 0.07 -2.11 0.2283
H 1.34 -2.05 -0.23 0.2507
H 0.01 -1.81 0.94 0.2192
H -0.38 -1.76 -0.71 0.2066
H 1.56 1.55 0.87 0.2166
H 1.01 0.47 2.17 0.2271
H 2.38 -0.03 1.46 0.2623
```

Version 4
Entry from the Open Molecules 2025 dataset: a cluster of 2 separate species, C6H12N in total (ωB97M-V with the def2-TZVPD basis set).

charge	+1
HOMO level	-0.509	Eh

The geometry in XYZ format:
```
19
Properties=species:S:1:pos:R:3:nbo_charge:R:1
C 0.35 2.14 1.08 -0.5779
C 0.36 1.18 2.26 -0.4333
C -0.37 -0.04 1.86 -0.4978
C 0.22 -0.89 0.81 -0.1137
C -0.15 -0.55 -0.46 0.2025
N -0.42 -1.93 -4.60 -0.4909
C -0.61 -1.50 -3.35 -0.0792
H -0.52 2.84 1.16 0.2517
H 0.26 1.59 0.15 0.1724
H 1.41 2.68 0.99 0.2558
H -0.23 1.70 3.10 0.2658
H 1.38 1.02 2.67 0.2400
H -1.48 0.13 1.69 0.2757
H -0.49 -0.75 2.80 0.2920
H 0.93 -1.71 1.08 0.3261
H 0.70 -0.78 -1.14 0.2718
H 0.12 -2.83 -4.51 0.3432
H -0.43 -1.82 -2.36 0.1360
H -1.03 -0.46 -3.23 0.1598
```

Most favorable structure: version 2. The second most favorable one is 0.0264 hartree above it.

Version 1
Entry from the Open Molecules 2025 dataset: the ion C5H9N2O with charge +1 (ωB97M-V with the def2-TZVPD basis set).

SMILES	C/C=C1/COC(=[NH2+])N1
charge	+1
HOMO level	-0.479	Eh

The geometry in XYZ format:
```
17
Properties=species:S:1:pos:R:3:nbo_charge:R:1
C -1.87 0.33 -0.01 0.8028
C 1.61 -0.43 -0.01 -0.1589
C 2.91 0.52 0.03 -0.6243
C -0.70 -1.58 -0.03 -0.1044
C 0.25 -0.41 -0.07 0.0739
N -0.61 0.72 -0.11 -0.5609
N -2.93 1.10 0.04 -0.7416
O -2.00 -0.97 0.05 -0.4101
H 1.96 -1.45 0.04 0.2150
H 3.73 -0.05 -0.37 0.2442
H 3.09 0.76 1.08 0.2408
H 2.76 1.44 -0.53 0.2218
H -0.67 -2.21 -0.92 0.2337
H -0.55 -2.21 0.86 0.2362
H -0.27 1.67 -0.16 0.4485
H -2.87 2.11 0.01 0.4358
H -3.85 0.67 0.11 0.4475
```

Version 2
Entry from the Open Molecules 2025 dataset: the ion C5H9N2O with charge +1 (ωB97M-V with the def2-TZVPD basis set).

SMILES	C1=N[C@@H]1[C@@H]1[NH2+]CCO1
charge	+1
HOMO level	-0.532	Eh

The geometry in XYZ format:
```
17
Properties=species:S:1:pos:R:3:nbo_charge:R:1
C -2.79 0.85 0.05 0.0893
C 1.75 0.24 0.23 -0.3027
C 1.55 -1.31 -0.09 -0.0855
C -1.80 -0.12 -0.44 -0.2357
C -0.46 -0.43 0.19 0.2850
N -3.13 -0.38 0.14 -0.2011
N 0.52 0.93 0.08 -0.5877
O 0.21 -1.32 -0.55 -0.4653
H -2.94 1.88 0.17 0.2415
H 2.23 0.43 1.20 0.2470
H 2.57 0.59 -0.43 0.2426
H 2.24 -1.66 -0.91 0.2556
H 1.43 -1.77 0.96 0.2101
H -1.53 -0.34 -1.52 0.2035
H -0.48 -0.71 1.21 0.1948
H 0.31 1.84 0.64 0.4677
H 0.32 1.27 -0.93 0.4410
```

Most favorable structure: version 1. The second most favorable one is 0.1456 hartree above it.

Version 1
Entry from the Open Molecules 2025 dataset: the ion C5H9N2O with charge +1 (ωB97M-V with the def2-TZVPD basis set).

charge	+1
HOMO level (alpha / beta)	-0.502 / -0.502	Eh

The geometry in XYZ format:
```
17
Properties=species:S:1:pos:R:3:nbo_charge:R:1
C -2.12 -0.89 0.42 0.1917
C -0.04 -0.81 -0.46 0.7078
C 1.89 -1.00 0.87 -0.6348
C -0.96 2.28 -0.63 -0.4354
C 1.46 -0.84 -0.55 -0.5231
N -2.10 0.41 0.31 -0.1222
N -1.08 0.92 -0.20 -0.1312
O -0.96 -1.51 0.02 -0.3467
H -2.73 -1.65 0.92 0.2549
H 2.20 -0.07 1.43 0.2571
H 2.81 -1.70 1.00 0.2705
H 1.08 -1.53 1.47 0.2243
H -1.84 2.37 -1.28 0.2361
H -1.05 3.09 0.02 0.2557
H 0.03 2.25 -1.18 0.2338
H 1.59 -1.47 -1.37 0.2811
H 1.81 0.16 -0.80 0.2805
```

Version 2
Entry from the Open Molecules 2025 dataset: the ion C5H9N2O with charge +1 (ωB97M-V with the def2-TZVPD basis set).

SMILES	O=C=NCC[C@H]1C[NH2+]1
charge	+1
HOMO level	-0.544	Eh

The geometry in XYZ format:
```
17
Properties=species:S:1:pos:R:3:nbo_charge:R:1
C 2.79 -0.13 0.04 0.9178
C -0.42 1.00 -0.51 -0.4385
C 0.74 1.19 0.41 -0.2105
C -1.38 -1.14 -0.57 -0.2008
C -1.37 0.08 0.12 -0.0322
N 1.63 0.10 0.22 -0.6573
N -0.63 -1.06 0.68 -0.5654
O 3.84 -0.55 -0.23 -0.4233
H -0.88 2.00 -0.73 0.2667
H 0.06 0.70 -1.43 0.2374
H 1.14 2.09 0.10 0.2342
H 0.37 1.12 1.45 0.2109
H -2.29 -1.69 -0.44 0.2327
H -0.89 -1.26 -1.47 0.2360
H -2.25 0.43 0.57 0.2618
H -0.90 -1.82 1.29 0.4575
H 0.44 -1.04 0.49 0.4731
```

Most favorable structure: version 2. The second most favorable one is 0.1319 hartree above it.